[1]
102
Properties=species:S:1:pos:R:3:forces:R:3 method="wB97M-V/def2-TZVPD" total_charge=0 s_squared=0.764 lumo_ev="-1.25 / -1.70" mol_weight_g_mol=1026.602 homo_lumo_gap_ha="0.222 / 0.206" homo_energy_ev="-7.29 / -7.32" spin_multiplicity=2
Ru -1.19877 -0.34708 -0.11993 0.014 -0.117 -0.305
Cl 4.36660 -4.96739 -6.16642 0.004 0.002 -0.003
C 3.38977 -4.10888 -5.01440 0.000 -0.001 0.002
C 2.18596 -3.55673 -5.41840 0.008 0.004 0.000
C 1.41002 -2.87731 -4.49215 -0.030 -0.041 0.002
C 1.82069 -2.74781 -3.16832 0.078 -0.010 0.057
C 3.04123 -3.30295 -2.79167 0.029 0.048 -0.023
C 3.82885 -3.98403 -3.70679 -0.006 0.009 0.000
C 0.96507 -2.01952 -2.18871 -0.061 0.008 -0.014
C 0.77260 -0.65597 -2.40424 0.158 -0.005 0.153
C 1.52581 0.13182 -3.34361 -0.015 0.037 -0.020
C 1.19256 1.42847 -3.14508 0.066 -0.022 0.036
C 0.18686 1.46022 -2.11731 -0.059 -0.019 0.021
C -0.51798 2.58571 -1.70323 -0.022 0.034 0.051
C -0.07050 3.92556 -2.17563 -0.023 -0.009 -0.075
C 0.40697 4.84282 -1.24281 0.042 -0.007 0.001
C 0.83540 6.10111 -1.63465 0.002 -0.002 -0.006
C 0.77915 6.44474 -2.97529 -0.004 -0.001 -0.002
Cl 1.31717 8.01902 -3.47760 -0.002 0.003 -0.001
C 0.29717 5.55600 -3.92158 -0.001 -0.005 0.005
C -0.12612 4.29932 -3.51515 -0.053 0.026 0.014
C -1.64371 2.55730 -0.87361 -0.012 -0.070 -0.159
N -2.11555 1.46959 -0.21346 -0.013 -0.051 -0.001
C -3.28151 1.84307 0.40787 -0.021 -0.052 0.036
C -4.00994 1.05959 1.29511 0.000 -0.014 -0.009
C -5.23823 1.63834 1.90688 0.036 0.035 0.055
C -5.17646 2.79033 2.68759 -0.003 -0.049 0.066
C -6.31856 3.32281 3.26461 -0.003 -0.005 0.000
C -7.53503 2.69341 3.05879 -0.001 -0.002 -0.004
Cl -8.97223 3.35513 3.77620 -0.003 0.003 0.000
C -7.62278 1.54103 2.29566 0.004 0.005 0.003
C -6.47195 1.01813 1.72725 -0.012 0.039 -0.056
C -3.63846 -0.22585 1.71962 0.087 0.101 0.037
C -4.20567 -0.91959 2.83704 -0.021 -0.066 -0.009
C -3.47578 -2.05193 3.01530 -0.028 0.030 0.005
C -2.47236 -2.07423 1.99369 -0.050 -0.113 -0.112
N -2.60017 -0.95685 1.21453 0.166 0.061 0.129
C -1.55527 -3.11534 1.79716 0.055 0.045 0.065
C -0.65002 -3.20545 0.74736 -0.140 -0.006 -0.096
C 0.11906 -4.37543 0.39829 0.067 0.005 0.003
C 0.75447 -4.10274 -0.76302 -0.038 -0.014 0.015
C 0.43923 -2.73551 -1.10700 0.008 0.046 -0.059
N -0.42179 -2.22792 -0.18373 0.058 0.077 0.102
C -1.55521 -4.21213 2.80928 -0.024 -0.030 -0.042
C -1.00409 -3.98133 4.06626 0.025 -0.002 -0.015
C -0.98091 -4.98078 5.02630 -0.008 -0.006 0.000
C -1.51849 -6.22056 4.72174 0.003 0.001 -0.001
Cl -1.49229 -7.48027 5.91869 -0.002 -0.002 0.003
C -2.07640 -6.47307 3.47984 -0.002 0.003 0.003
C -2.09171 -5.46394 2.52837 -0.030 0.009 0.012
C -3.58116 3.21282 0.05878 0.014 0.019 -0.056
C -2.55974 3.66031 -0.70218 -0.015 0.029 0.082
N -0.03201 0.18155 -1.66734 -0.067 0.013 -0.067
H 1.86088 -3.66255 -6.44403 -0.002 0.001 0.000
H 0.46478 -2.44666 -4.79871 -0.002 -0.004 0.002
H 3.38872 -3.18236 -1.77327 -0.013 -0.024 0.012
H 4.77874 -4.40882 -3.41335 0.000 -0.001 0.000
H 2.24850 -0.25884 -4.04032 0.009 -0.001 0.008
H 1.59977 2.29002 -3.64670 -0.020 0.005 -0.012
H 0.45060 4.55475 -0.19927 0.002 -0.002 -0.001
H 1.21388 6.81005 -0.91140 0.000 0.000 0.001
H 0.24788 5.84918 -4.96104 0.001 -0.001 -0.001
H -0.52623 3.60741 -4.24592 0.024 -0.009 -0.003
H -4.21707 3.25988 2.86568 -0.003 0.019 -0.024
H -6.26828 4.21355 3.87525 0.001 -0.002 0.004
H -8.58146 1.06395 2.14708 0.001 -0.002 0.001
H -6.53196 0.11930 1.12629 0.000 0.001 -0.001
H -5.03770 -0.57659 3.42856 0.000 0.006 0.001
H -3.60892 -2.80548 3.77378 -0.004 -0.006 -0.005
H 0.15295 -5.29060 0.96548 -0.025 -0.010 -0.011
H 1.38389 -4.76275 -1.33486 0.014 0.005 -0.001
H -0.58137 -3.00804 4.28445 -0.002 -0.004 0.006
H -0.54779 -4.80580 6.00133 0.000 0.003 0.000
H -2.49619 -7.44589 3.26477 0.000 0.000 -0.001
H -2.53436 -5.64830 1.55728 0.010 -0.003 -0.004
H -4.46977 3.74858 0.34607 0.018 0.011 0.020
H -2.44333 4.63706 -1.14179 -0.015 -0.008 -0.023
C 0.84592 5.72749 4.88772 0.014 -0.003 -0.023
C 0.80428 4.46111 5.74338 0.020 -0.011 -0.005
C 2.12249 4.36297 6.52469 -0.002 0.011 0.012
C -0.36463 4.58965 6.72937 -0.010 0.017 -0.002
C 0.62492 3.19923 4.89697 -0.006 -0.013 0.038
C 0.52254 1.95933 5.53573 0.045 -0.013 -0.011
C 0.34519 0.76477 4.84266 0.011 -0.008 0.006
C 0.26526 0.84857 3.47214 0.064 0.010 -0.016
O 0.04573 -0.14148 2.54688 -0.004 -0.082 -0.049
B -0.09852 0.51997 1.31245 -0.426 0.129 0.512
O 0.19943 1.87829 1.47738 0.085 0.028 -0.243
C 0.36624 2.06458 2.82683 0.062 -0.007 -0.012
C 0.55348 3.24963 3.50230 0.010 0.006 -0.001
H 0.93320 6.60043 5.53643 0.012 -0.001 0.000
H -0.06291 5.84457 4.29414 -0.007 0.002 0.010
H 1.70333 5.72985 4.21156 -0.005 -0.005 -0.006
H 2.31551 5.29429 7.06200 -0.014 -0.006 0.017
H 2.95932 4.17647 5.84949 0.002 0.023 -0.003
H 2.09347 3.55398 7.25565 0.007 -0.016 -0.016
H -0.26179 5.50366 7.31862 0.008 -0.005 0.007
H -0.40291 3.74824 7.42141 -0.004 -0.006 -0.005
H -1.31683 4.63068 6.19704 0.000 0.010 -0.002
H 0.57966 1.91711 6.61580 0.000 -0.004 -0.001
H 0.25994 -0.18232 5.35813 0.002 0.001 0.002
H 0.62469 4.17688 2.95266 -0.014 0.002 0.000


[2]
104
Properties=species:S:1:pos:R:3:forces:R:3 method="wB97M-V/def2-TZVPD" total_charge=0 s_squared=0.771 lumo_ev="0.17 / 0.01" mol_weight_g_mol=974.721 homo_lumo_gap_ha="0.243 / 0.209" homo_energy_ev="-6.45 / -5.68" spin_multiplicity=2
V 0.72854 0.77318 -0.05756 -1.379 -0.744 0.165
Cl 4.85910 -0.60887 5.21146 0.005 0.004 -0.040
C 4.31143 -0.21964 3.61055 0.035 -0.015 -0.002
C 2.98042 0.14041 3.43564 -0.143 -0.193 -0.057
C 2.50037 0.40482 2.16443 -0.081 0.339 -0.024
N 1.20375 0.88887 1.85049 0.362 0.097 0.243
C 0.75326 1.96399 2.56661 0.341 -0.055 -0.272
O 0.75080 2.12851 3.76870 -0.105 0.032 0.294
C 0.43959 3.10717 1.62773 -0.009 -0.016 -0.242
C 0.20304 4.38055 2.11916 -0.016 0.094 0.106
C 0.22839 5.44880 1.24237 -0.030 0.089 0.108
C 0.51574 5.21001 -0.09646 -0.003 0.089 -0.072
C 0.70390 3.90935 -0.51575 -0.105 -0.211 0.251
N 0.63024 2.85542 0.31514 0.130 0.674 0.058
C 3.37386 0.37188 1.05115 -0.007 0.024 -0.259
C 4.71368 0.05165 1.24601 -0.080 0.050 0.000
C 5.17057 -0.26183 2.52204 -0.030 -0.002 -0.047
Cl 6.83686 -0.72131 2.70650 -0.050 0.019 0.009
N 2.74277 0.64563 -0.17769 0.734 -0.023 0.112
C 3.37063 0.74074 -1.35729 -0.108 -0.045 0.354
O 4.56855 0.75303 -1.62032 0.152 -0.005 -0.012
C 2.36848 0.72855 -2.49953 -0.224 -0.045 0.073
C 2.82864 0.65646 -3.80206 0.129 0.003 -0.083
C 1.92883 0.42144 -4.82496 0.077 0.002 -0.122
C 0.58897 0.25070 -4.50800 -0.100 -0.001 0.033
C 0.19188 0.38394 -3.19009 0.338 0.088 0.156
N 1.05559 0.64338 -2.18894 0.238 0.077 -0.622
H 2.31537 0.19282 4.28632 0.030 0.013 -0.036
H 0.04620 4.49613 3.18667 0.025 -0.010 -0.150
H 0.06050 6.46078 1.59719 0.011 -0.109 -0.032
H 0.59806 6.02175 -0.81150 -0.014 -0.099 0.089
H 0.93090 3.68786 -1.54849 0.016 -0.057 -0.099
H 5.39321 0.04428 0.40821 0.001 -0.002 -0.016
H 3.89758 0.74313 -3.95880 -0.096 -0.012 0.011
H 2.26694 0.34625 -5.85425 -0.035 0.007 0.119
H -0.15198 0.02908 -5.26705 0.058 0.020 0.061
H -0.84276 0.27414 -2.91379 -0.162 -0.016 0.083
O -1.85709 -1.46461 -1.35144 -0.086 0.182 -0.007
C -2.87364 -1.48059 -0.41580 0.027 0.053 0.055
C -3.64050 -2.60867 -0.14910 0.020 -0.025 -0.035
C -4.67258 -2.52602 0.77317 -0.037 -0.039 0.015
C -4.94473 -1.33038 1.41867 -0.034 0.048 0.056
C -4.15131 -0.22047 1.16242 0.088 -0.078 -0.046
C -3.08589 -0.27964 0.26066 -0.097 0.016 0.045
P -1.91024 1.10340 -0.04914 -0.103 -0.008 -0.185
C -2.45873 2.27759 1.24465 0.016 -0.030 0.068
C -2.24745 1.92086 2.57970 -0.029 0.041 0.023
C -2.60707 2.78084 3.60657 0.041 -0.056 0.030
C -3.18120 4.01237 3.30998 -0.014 0.052 0.022
C -3.38965 4.37620 1.98637 0.003 0.027 -0.003
C -3.03005 3.51221 0.95588 -0.015 0.066 0.067
C -2.68554 1.85154 -1.54763 -0.188 -0.050 -0.019
C -4.04691 1.71139 -1.83176 0.024 0.004 -0.064
C -4.60978 2.34175 -2.93524 -0.075 -0.053 0.052
C -3.82198 3.12705 -3.76880 0.008 0.027 -0.048
C -2.46852 3.27409 -3.49699 0.029 -0.017 0.039
C -1.90924 2.63564 -2.39388 -0.173 0.056 -0.099
C -1.26234 -2.68796 -1.60774 0.072 -0.064 0.011
C -1.85817 -3.52757 -2.54002 -0.090 0.036 -0.086
C -1.35612 -4.80132 -2.72620 -0.013 -0.146 -0.063
C -0.27117 -5.23081 -1.96773 0.060 -0.030 0.031
C 0.34706 -4.35371 -1.09194 0.032 -0.002 -0.035
C -0.11101 -3.04185 -0.91898 0.091 -0.065 -0.005
P 0.93300 -1.81523 0.02052 -0.070 -0.292 -0.046
C 2.53613 -2.34880 -0.72633 0.037 -0.045 0.000
C 3.73680 -2.59113 -0.06384 -0.017 -0.016 -0.236
C 4.89623 -2.90330 -0.77040 -0.011 0.018 0.083
C 4.88204 -2.96254 -2.15202 0.007 0.003 -0.050
C 3.69730 -2.70226 -2.83090 0.002 -0.002 -0.025
C 2.54322 -2.40252 -2.12701 0.014 -0.001 -0.002
C 0.68830 -2.44405 1.73046 0.029 0.046 0.095
C 1.62884 -2.99632 2.59598 -0.075 -0.038 -0.001
C 1.28077 -3.32498 3.90428 0.042 0.010 -0.026
C -0.00492 -3.10161 4.36962 -0.003 -0.006 0.030
C -0.95364 -2.54986 3.51590 0.023 -0.016 -0.020
C -0.60700 -2.22408 2.21494 0.053 0.014 0.032
H -3.43405 -3.54801 -0.64376 -0.014 0.072 0.029
H -5.26830 -3.40845 0.98046 0.046 0.068 -0.016
H -5.76309 -1.26055 2.12925 0.120 -0.004 -0.096
H -4.35427 0.70223 1.68568 0.005 0.052 0.019
H -1.78315 0.96733 2.81822 -0.024 0.048 -0.008
H -2.41324 2.49745 4.63705 -0.029 0.029 -0.146
H -3.45736 4.69142 4.11278 0.036 -0.101 -0.120
H -3.83326 5.33932 1.74903 0.057 -0.121 0.027
H -3.19580 3.81031 -0.07166 -0.003 0.004 0.017
H -4.67416 1.10485 -1.18875 0.025 0.023 -0.022
H -5.67109 2.22075 -3.14371 0.198 0.016 0.047
H -4.26399 3.61958 -4.63083 0.069 -0.066 0.121
H -1.84287 3.87999 -4.14539 -0.060 -0.060 0.070
H -0.85811 2.73627 -2.18584 0.168 0.020 0.011
H -2.73064 -3.17584 -3.08440 0.116 -0.030 0.083
H -1.82281 -5.46755 -3.44649 0.072 0.087 0.099
H 0.11086 -6.24058 -2.08226 -0.042 0.128 0.019
H 1.23177 -4.67531 -0.55111 -0.061 0.024 -0.046
H 3.81156 -2.50672 1.00121 -0.017 0.030 0.247
H 5.81820 -3.07801 -0.22256 -0.124 0.026 -0.061
H 5.78929 -3.19355 -2.69983 -0.080 0.020 0.043
H 3.67050 -2.72678 -3.91630 -0.001 0.002 0.111
H 1.63063 -2.20868 -2.68255 0.013 -0.004 0.012
H 2.64344 -3.18124 2.28365 -0.002 -0.012 -0.050
H 2.03441 -3.74686 4.56204 -0.077 0.048 -0.070
H -0.26734 -3.35052 5.39323 0.031 0.029 -0.111
H -1.96433 -2.36484 3.86351 0.056 -0.012 -0.026
H -1.35790 -1.78366 1.56862 0.030 0.004 0.022